1.
{"formula": "C30H32CoP", "method": "wB97M-V/def2-TZVPD", "e_tot_ev": -78539.5843, "homo_lumo_gap_ev": [8.530, 8.064], "fmax_ev_per_a": 0.4, "total_charge": 1, "multiplicity": 4, "e_homo_ev": [-10.77, -11.39], "elements": ["Co", "C", "C", "C", "C", "C", "C", "C", "C", "C", "C", "C", "C", "H", "H", "H", "H", "H", "H", "H", "H", "H", "H", "H", "H", "H", "H", "H", "H", "H", "H", "C", "C", "C", "C", "C", "C", "P", "C", "C", "C", "C", "C", "C", "C", "C", "C", "C", "C", "C", "H", "H", "H", "H", "H", "H", "H", "H", "H", "H", "H", "H", "H", "H"], "xyz": [[0.857, 0.132, -0.594], [4.361, -1.005, -0.507], [3.409, 0.140, -0.300], [2.865, 0.371, 0.977], [3.308, -0.502, 2.120], [1.917, 1.402, 1.176], [1.282, 1.587, 2.530], [1.564, 2.234, 0.084], [0.608, 3.387, 0.258], [2.124, 2.008, -1.196], [1.754, 2.903, -2.351], [3.062, 0.968, -1.381], [3.718, 0.777, -2.723], [5.393, -0.675, -0.357], [4.288, -1.414, -1.511], [4.174, -1.815, 0.192], [3.111, -0.049, 3.085], [4.379, -0.690, 2.063], [2.802, -1.471, 2.087], [1.862, 2.283, 3.140], [1.218, 0.644, 3.066], [0.266, 1.963, 2.460], [0.154, 3.410, 1.241], [-0.197, 3.361, -0.475], [1.139, 4.331, 0.121], [2.445, 3.748, -2.409], [0.752, 3.310, -2.252], [1.800, 2.374, -3.299], [3.129, 0.118, -3.367], [4.706, 0.337, -2.621], [3.839, 1.724, -3.242], [-2.357, 0.854, 3.987], [-2.640, 1.744, 2.957], [-2.425, 1.369, 1.641], [-1.938, 0.095, 1.339], [-1.660, -0.792, 2.375], [-1.867, -0.409, 3.694], [-1.574, -0.295, -0.397], [-3.160, -0.405, -1.254], [-4.352, -0.598, -0.561], [-5.540, -0.750, -1.263], [-5.539, -0.709, -2.648], [-4.351, -0.512, -3.341], [-3.163, -0.354, -2.646], [-0.806, -1.933, -0.415], [-1.466, -3.155, -0.315], [-0.715, -4.317, -0.361], [0.671, -4.244, -0.507], [1.315, -3.020, -0.608], [0.591, -1.827, -0.574], [-2.523, 1.146, 5.015], [-3.030, 2.728, 3.180], [-2.644, 2.070, 0.843], [-1.277, -1.782, 2.157], [-1.651, -1.107, 4.492], [-4.356, -0.628, 0.521], [-6.466, -0.901, -0.724], [-6.466, -0.828, -3.193], [-4.351, -0.476, -4.422], [-2.239, -0.197, -3.190], [-2.544, -3.200, -0.216], [-1.199, -5.282, -0.294], [1.244, -5.161, -0.553], [2.390, -3.011, -0.738]], "atomic_forces_ev_per_a": [[0.41, -0.12, 0.05], [0.07, -0.03, -0.01], [-0.03, 0.03, 0.02], [-0.05, 0.06, 0.02], [0.01, -0.02, 0.01], [-0.06, -0.09, -0.23], [-0.04, -0.03, 0.04], [-0.21, 0.07, 0.19], [0.02, 0.04, 0.05], [-0.04, -0.10, -0.12], [0.04, 0.03, -0.04], [-0.07, 0.09, 0.03], [0.00, -0.02, -0.08], [0.00, -0.01, -0.01], [-0.02, 0.01, -0.01], [-0.01, 0.01, 0.01], [-0.01, 0.02, 0.01], [-0.01, 0.01, -0.01], [-0.01, 0.00, 0.02], [0.00, 0.01, 0.00], [0.01, -0.01, 0.01], [0.01, 0.00, -0.01], [0.03, 0.02, 0.01], [-0.01, -0.03, 0.01], [0.00, 0.00, -0.03], [0.00, 0.00, -0.01], [0.02, -0.01, 0.01], [0.00, 0.00, 0.00], [0.01, 0.00, -0.01], [0.00, 0.00, 0.02], [-0.01, 0.01, 0.01], [0.01, -0.02, 0.02], [-0.01, 0.01, 0.01], [-0.01, 0.02, -0.02], [-0.09, 0.00, 0.00], [0.03, 0.00, 0.01], [0.00, 0.01, 0.01], [0.37, 0.04, 0.13], [0.00, 0.10, -0.01], [-0.01, 0.00, -0.01], [0.00, 0.00, 0.02], [0.01, 0.00, -0.04], [-0.02, 0.00, -0.01], [-0.03, -0.01, -0.01], [0.01, 0.00, -0.09], [0.02, -0.10, 0.02], [0.05, 0.05, -0.01], [-0.10, -0.06, 0.01], [0.09, 0.03, -0.01], [-0.38, -0.01, 0.05], [0.00, 0.00, 0.00], [0.00, 0.00, 0.01], [0.00, -0.02, -0.02], [0.00, 0.00, -0.02], [-0.01, 0.01, 0.01], [0.00, 0.00, 0.00], [0.00, 0.00, 0.00], [0.00, 0.00, 0.00], [-0.01, 0.00, 0.00], [0.02, 0.00, 0.02], [0.00, 0.01, 0.00], [0.00, 0.00, 0.00], [0.02, 0.01, 0.00], [0.01, 0.00, 0.00]], "nbo_charge": [1.2236, -0.6594, -0.0035, 0.0100, -0.6577, -0.0631, -0.6566, 0.0144, -0.6631, -0.1038, -0.6481, -0.0254, -0.6524, 0.2437, 0.2352, 0.2361, 0.2350, 0.2370, 0.2441, 0.2411, 0.2356, 0.2368, 0.2350, 0.2297, 0.2414, 0.2423, 0.2329, 0.2333, 0.2405, 0.2379, 0.2366, -0.1972, -0.2086, -0.2096, -0.3869, -0.1573, -0.2084, 0.8160, -0.2792, -0.2277, -0.1891, -0.1841, -0.2030, -0.2026, -0.4090, -0.1976, -0.1996, -0.2040, -0.1793, -0.4767, 0.2282, 0.2277, 0.2207, 0.2227, 0.2252, 0.2264, 0.2258, 0.2271, 0.2262, 0.2156, 0.2255, 0.2262, 0.2224, 0.1949]}

2.
{"formula": "C5H10O2", "method": "wB97M-V/def2-TZVPD", "e_tot_ev": -9430.5097, "homo_lumo_gap_ev": [7.747, 4.337], "fmax_ev_per_a": 3.8, "total_charge": 1, "de_lowest_kcal_mol": 59.8, "multiplicity": 2, "e_homo_ev": [-13.97, -13.96], "elements": ["C", "O", "C", "C", "C", "C", "O", "H", "H", "H", "H", "H", "H", "H", "H", "H", "H"], "xyz": [[-1.059, -0.616, 1.440], [-0.181, -0.391, 2.536], [-0.170, -1.111, 0.273], [0.957, -0.267, -0.136], [0.294, 1.029, -0.822], [0.505, 1.163, -2.278], [-0.368, 1.277, -3.124], [-1.825, -1.378, 1.570], [-1.331, 0.496, 1.103], [-0.562, 0.192, 3.337], [0.201, -2.067, 0.521], [-0.848, -1.314, -0.648], [1.479, 0.049, 0.724], [1.617, -0.811, -0.795], [-0.755, 0.912, -0.683], [0.547, 1.980, -0.237], [1.499, 0.858, -2.780]], "atomic_forces_ev_per_a": [[1.58, 3.19, -1.36], [-0.85, 1.15, 2.70], [-2.73, -1.06, -0.97], [-0.45, 1.50, -1.41], [0.86, 0.67, 1.83], [0.07, -1.16, -1.73], [0.99, 0.22, 1.18], [-0.45, 0.59, 0.39], [-0.86, -2.48, 0.74], [0.82, -2.13, -3.05], [0.50, -1.26, 0.46], [0.81, 0.28, 1.45], [0.88, 0.54, 0.85], [0.29, 0.04, -0.27], [-0.98, 0.21, -0.15], [0.12, -0.98, -1.19], [-0.59, 0.68, 0.54]], "nbo_charge": [-0.0433, -0.7538, -0.4274, -0.3671, -0.5365, 0.4510, -0.0174, 0.2081, 0.1362, 0.5043, 0.2458, 0.1995, 0.2611, 0.2290, 0.2695, 0.3304, 0.3105]}

3.
{"formula": "CH2BrClO", "method": "wB97M-V/def2-TZVPD", "e_tot_ev": -85679.1531, "homo_lumo_gap_ev": 9.114, "fmax_ev_per_a": 4.4, "de_lowest_kcal_mol": 49.4, "e_homo_ev": -9.05, "elements": ["C", "O", "Cl", "Br", "H", "H"], "xyz": [[2.516, 1.431, -0.159], [1.515, 1.980, 0.350], [-1.309, -0.544, 0.130], [2.615, -0.501, -0.075], [-1.515, -0.350, 1.421], [0.758, 1.386, 0.901]], "atomic_forces_ev_per_a": [[1.31, 0.25, -0.94], [-3.29, -1.53, 2.48], [-0.15, 0.28, 1.23], [-0.38, -0.20, 0.35], [0.12, -0.25, -1.17], [2.39, 1.44, -1.94]], "nbo_charge": [0.2425, -0.6393, -0.2705, -0.0809, 0.2752, 0.4731]}